Below is an isolated ion of composition C4H12NO and charge +1 in a non-equilibrium geometry, with properties calculated with wB97M-V/def2-TZVPD.

Atoms and positions in Å:
H  -0.525  1.315  0.719
H  -2.802  0.215  -0.373
H  1.649  0.089  1.359
H  -1.648  -0.564  -1.539
H  1.812  1.618  0.678
H  2.830  0.289  -0.065
H  1.667  -1.549  -1.297
C  -1.845  0.277  -0.910
H  -1.763  1.256  -1.526
C  1.819  0.616  0.387
C  0.688  0.175  -0.545
H  -0.048  -0.505  1.898
O  0.834  -1.186  -0.809
C  -0.706  0.359  0.173
H  -0.241  -1.318  0.660
H  0.816  0.687  -1.447
H  -1.722  -1.074  1.426
N  -0.815  -0.701  1.211

DFT total energy = -289.31076 a.u.
LUMO = -0.122 Ha
E_HOMO = -15.113 eV
SMILES string = C[C@@H]([NH3+])[C@@H](C)O
Frontier orbital gap = 11.8 eV
Total charge = +1